[1]
Density functional theory data (ωB97M-V with the def2-TZVPD basis set) for a molecular structure, C40H38NZr in a non-equilibrium geometry.

Element x y z (Å)
C  -1.658  -0.909  5.194
N  -0.474  -1.562  4.705
C  -0.214  -1.945  3.431
C  1.072  -2.517  3.350
C  1.776  -2.792  2.171
C  3.029  -3.532  2.272
C  4.105  -2.976  3.019
C  5.291  -3.658  3.249
C  5.462  -4.969  2.779
C  4.378  -5.598  2.151
C  3.199  -4.901  1.875
C  1.509  -2.665  4.783
C  2.526  -3.312  5.494
C  2.680  -3.112  6.881
C  1.793  -2.319  7.613
C  0.680  -1.754  6.949
C  0.560  -1.944  5.559
H  -1.515  -0.666  6.249
H  -1.829  0.009  4.639
H  -2.523  -1.563  5.080
H  -0.950  -1.754  2.682
H  1.309  -2.550  1.208
H  3.991  -1.978  3.418
H  6.114  -3.158  3.775
H  6.429  -5.471  2.897
H  4.503  -6.644  1.831
H  2.386  -5.412  1.376
H  3.199  -4.015  5.009
H  3.488  -3.575  7.428
H  1.947  -2.133  8.685
H  -0.073  -1.171  7.494
C  1.401  -0.397  -6.451
C  0.917  -1.488  -5.710
C  0.367  -1.301  -4.432
C  0.281  -0.007  -3.774
C  -0.022  0.039  -2.351
Zr  -1.572  3.273  -2.492
C  -3.136  2.987  -0.896
C  -3.120  1.534  -0.625
C  -2.140  0.979  0.230
C  -2.086  -0.391  0.445
C  -3.003  -1.239  -0.189
C  -4.013  -0.697  -0.997
C  -4.063  0.669  -1.235
C  -1.681  3.718  -4.822
C  -2.565  2.599  -4.588
C  -3.672  3.086  -3.806
C  -3.437  4.468  -3.481
C  -2.217  4.866  -4.108
C  0.871  3.557  -2.351
C  0.367  3.334  -1.022
C  -0.527  4.425  -0.701
C  -0.660  5.269  -1.860
C  0.262  4.750  -2.870
C  0.639  1.075  -4.684
C  1.215  0.900  -5.944
H  1.904  -0.541  -7.401
H  1.013  -2.496  -6.144
H  0.050  -2.181  -3.861
H  -1.010  -0.271  -1.946
H  0.701  0.526  -1.651
H  -2.808  3.602  -0.056
H  -4.097  3.352  -1.263
H  -1.422  1.648  0.707
H  -1.309  -0.801  1.087
H  -2.963  -2.315  -0.018
H  -4.754  -1.355  -1.453
H  -4.826  1.095  -1.888
H  -0.814  3.731  -5.488
H  -2.461  1.600  -5.023
H  -4.539  2.495  -3.520
H  -4.086  5.143  -2.916
H  -1.835  5.890  -4.145
H  1.657  2.981  -2.850
H  0.610  2.479  -0.384
H  -0.972  4.637  0.271
H  -1.259  6.187  -1.932
H  0.517  5.242  -3.815
H  0.546  2.107  -4.333
H  1.557  1.784  -6.512

Force components x, y, z for each atom (eV/Å):
-0.706 0.360 0.091
0.399 -0.759 -1.995
-0.652 1.632 2.338
1.745 -0.988 -0.501
-1.619 -0.499 1.687
2.080 -1.188 0.688
-0.516 -0.053 -0.601
0.367 -0.283 -0.321
-0.448 0.441 0.079
0.421 -0.013 -0.158
-0.219 1.086 0.073
-0.235 0.402 0.763
0.284 -0.227 0.255
-0.630 0.276 -0.345
-0.720 0.462 -0.723
0.111 -0.034 -0.242
1.421 -0.870 0.550
-0.150 -0.067 -0.361
-0.048 0.053 -0.017
0.010 0.025 0.076
-0.156 0.068 -0.429
0.166 -0.193 0.258
0.041 0.137 -0.052
-0.436 -0.190 -0.228
-0.546 0.102 0.039
-0.299 0.631 0.110
-0.004 -0.006 -0.069
-0.124 0.355 0.057
0.109 -0.194 -0.236
-0.149 -0.182 -0.610
0.483 -0.334 -0.147
-0.344 0.272 0.457
-0.015 0.400 -0.029
0.017 0.797 0.283
0.955 -1.156 -2.874
-1.253 2.625 0.651
0.049 -3.704 -0.154
-0.435 0.802 0.570
-0.008 -0.232 0.083
-0.394 0.040 -0.310
-0.352 -0.058 -0.308
-0.237 0.150 0.254
0.367 -0.228 0.053
0.543 0.247 0.325
-1.067 0.403 0.154
-0.752 1.172 -0.495
0.837 0.267 -0.520
0.124 -0.251 -1.170
-1.003 -0.640 -1.540
-0.019 1.392 0.451
-0.290 1.296 0.029
1.307 0.135 -0.110
1.525 0.028 0.502
0.833 0.020 1.399
0.088 -0.602 1.288
0.115 -0.561 0.085
-0.148 -0.055 0.054
-0.110 0.507 0.398
0.158 0.312 -0.153
1.080 -0.245 -0.400
-0.736 -0.421 -0.689
-0.399 -0.368 0.155
0.059 -0.218 0.370
-0.156 -0.155 -0.055
-0.099 0.093 -0.265
-0.001 0.257 -0.094
0.233 0.156 0.106
0.153 -0.184 0.281
-0.305 -0.119 0.525
0.061 0.433 0.350
0.408 0.225 0.060
0.297 -0.482 -0.124
-0.106 -0.616 0.057
-0.642 0.140 0.273
-0.106 0.509 -0.328
0.018 -0.307 -0.469
0.490 -0.586 0.114
-0.323 -0.445 0.443
-0.113 -0.420 -0.024
-0.287 -0.577 0.312

E (eV): -44856.415
E_HOMO (Ha): -0.2716
Net charge: +1

[2]
Density functional theory data (ωB97M-V with the def2-TZVPD basis set) for a molecular structure, C40H39BErN2O2PS2 in a non-equilibrium geometry.

Element x y z (Å)
Er  -0.931  -0.387  -0.724
S  -3.987  -3.211  3.944
C  -4.682  -3.489  5.459
C  -4.808  -2.348  6.194
C  -4.339  -1.225  5.476
C  -3.863  -1.507  4.229
C  -3.366  -0.535  3.243
C  -2.939  -0.900  1.953
N  -2.471  -0.020  1.054
C  -2.452  1.309  1.350
C  -2.798  1.765  2.633
C  -2.660  3.169  2.972
C  -2.252  4.045  2.032
C  -1.919  3.622  0.712
C  -1.341  4.466  -0.247
C  -0.896  4.020  -1.479
C  -1.158  2.676  -1.771
N  -1.648  1.822  -0.872
C  -2.043  2.267  0.355
C  -0.139  4.866  -2.404
C  0.135  6.188  -2.250
C  0.991  6.749  -3.224
C  1.418  5.781  -4.106
S  0.759  4.247  -3.770
C  -3.236  0.819  3.575
H  -4.948  -4.493  5.761
H  -5.285  -2.225  7.172
H  -4.408  -0.262  5.928
H  -2.966  -1.944  1.646
H  -2.926  3.510  3.959
H  -2.146  5.100  2.247
H  -1.171  5.519  -0.018
H  -0.942  2.250  -2.738
H  -0.276  6.821  -1.483
H  1.297  7.787  -3.289
H  2.048  5.883  -4.975
H  -3.496  1.139  4.574
O  -0.739  -0.414  -2.848
B  -1.707  -1.561  -2.565
O  -1.683  -2.255  -3.741
C  -0.765  -1.751  -4.602
C  -0.337  -2.186  -5.833
C  0.625  -1.420  -6.463
C  1.212  -0.314  -5.859
C  0.844  0.098  -4.615
C  -0.169  -0.619  -4.065
H  -0.764  -3.092  -6.251
H  0.988  -1.728  -7.413
H  1.959  0.232  -6.377
H  1.227  0.969  -4.088
C  2.967  -1.458  2.679
C  1.517  -1.796  2.346
C  0.643  -0.746  2.998
C  1.215  -3.208  2.894
P  1.186  -1.758  0.502
C  1.971  -0.195  -0.155
C  1.329  0.984  0.269
C  1.813  2.245  -0.112
C  2.872  2.331  -1.007
C  3.498  1.168  -1.451
C  3.057  -0.077  -1.015
C  1.864  -3.226  -0.441
C  1.630  -2.928  -1.955
C  0.928  -4.398  -0.140
C  3.308  -3.645  -0.076
H  3.082  -1.452  3.768
H  3.242  -0.474  2.316
H  3.707  -2.139  2.260
H  0.717  -0.888  4.068
H  -0.405  -0.809  2.732
H  1.012  0.256  2.818
H  1.342  -3.122  3.990
H  1.898  -3.944  2.542
H  0.187  -3.516  2.719
H  0.488  0.982  0.995
H  1.334  3.164  0.264
H  3.183  3.304  -1.320
H  4.304  1.193  -2.165
H  3.606  -0.919  -1.411
H  0.537  -2.892  -2.125
H  1.997  -3.748  -2.552
H  2.081  -2.020  -2.358
H  -0.099  -4.125  -0.362
H  0.997  -4.793  0.877
H  1.180  -5.255  -0.770
H  4.028  -2.839  -0.141
H  3.599  -4.427  -0.792
H  3.338  -4.061  0.920

Force components x, y, z for each atom (eV/Å):
-0.256 0.148 1.297
0.200 0.221 -0.492
-0.129 -0.315 0.668
-0.278 0.359 -0.012
-0.231 -0.177 0.380
0.107 -0.018 -0.375
0.140 0.346 0.298
0.182 0.459 -0.273
-0.355 -0.276 0.293
-0.196 -0.186 0.399
0.006 0.088 0.484
-0.183 -0.330 -0.613
-0.089 0.293 0.274
0.221 -0.567 -0.744
0.204 0.762 0.057
-0.174 -0.166 -0.237
-0.149 -0.388 0.569
-0.301 0.531 0.116
0.686 0.132 -0.161
0.370 -0.396 -0.124
-0.115 1.007 0.041
0.452 -0.882 -0.670
-0.212 0.468 0.200
-0.437 0.020 0.419
-0.046 -0.464 -0.416
0.002 0.078 -0.127
0.329 -0.439 -0.402
0.078 0.615 -0.016
0.062 0.137 -0.040
0.005 -0.061 0.159
-0.038 0.042 0.155
-0.130 -0.308 0.216
0.199 -0.040 -0.195
-0.184 -0.062 0.226
-0.130 -0.190 0.097
0.064 0.105 0.034
0.030 0.121 -0.021
-0.070 0.263 0.815
0.085 -0.258 -1.386
-0.701 -0.835 0.414
0.974 1.093 -0.386
-0.753 -0.668 0.039
0.278 -0.075 0.331
0.180 -0.289 -0.826
-0.369 0.807 0.744
-0.643 -0.798 0.174
0.139 0.167 -0.197
0.146 -0.170 -0.690
0.604 0.294 -0.490
0.187 -0.123 -0.249
0.339 0.094 0.006
0.679 -0.504 -0.492
-0.028 -0.016 0.369
-0.643 1.250 0.985
0.385 0.039 -0.330
-0.566 -0.488 0.692
0.023 0.721 0.197
-0.399 -0.005 -0.036
-0.217 -0.383 0.399
-0.583 -0.003 0.170
0.477 0.256 -0.458
0.159 0.071 -0.119
-0.356 0.382 0.498
0.013 -0.604 0.232
-0.584 0.093 -0.813
0.042 -0.040 -0.120
-0.029 0.319 -0.014
-0.173 -0.230 0.056
-0.080 -0.049 0.418
-0.271 -0.065 -0.096
0.045 0.196 -0.122
-0.052 -0.198 -0.417
0.484 -0.528 -0.289
-0.085 -0.106 -0.110
0.526 -0.191 -0.364
0.256 -0.588 -0.204
0.321 0.367 -0.256
0.214 0.188 -0.022
-0.194 -0.240 0.280
0.387 0.063 -0.053
0.176 -0.429 -0.122
-0.031 -0.055 0.187
-0.288 -0.074 0.068
-0.073 0.310 -0.111
0.064 0.179 -0.199
0.157 0.195 -0.041
0.060 0.119 0.250
0.084 -0.120 0.221

E (eV): -108434.937
2S+1: 4
<S²>: 3.753
E_HOMO (spin up / spin down) (Ha): -0.4768 / -0.4768
Net charge: +2
Energy above the lowest of the compared OMol25 structures with the same formula, charge and spin (kcal/mol): 0.0